Record 1
Below is 3 unconnected molecules or ions with the total composition C8H13O2S in a non-equilibrium geometry, with properties calculated with ωB97M-V with the def2-TZVPD basis set.

Calculated values
**Energy relative to the best compared isomer or geometry (same formula, charge and spin)**: 448.6 kJ/mol
**2S+1**: 1
**Charge**: -1

Each line ends with the natural charge from an NBO analysis.
Atoms and positions in Å:
O: -1.76555 1.34517 -2.50018  -1.290
H: -1.08612 0.70679 -1.80935  0.310
C: -4.33647 0.82284 1.11088  -0.755
S: -2.54504 1.45386 0.97537  1.332
O: -2.47260 1.99791 2.35365  -1.036
C: -1.70675 -0.06158 1.24697  -0.864
H: -4.52640 0.29129 1.90169  0.196
H: -4.52708 0.08816 0.35248  0.214
H: -4.79656 1.77763 1.06148  0.219
H: -2.03288 -0.72761 2.28742  0.207
H: -0.66934 0.16846 1.46424  0.240
H: -1.82750 -0.84728 0.47704  0.237
C: 3.47294 0.41674 -1.41268  -0.209
C: 1.95487 0.48946 -1.57444  -0.167
C: 1.30341 -0.58699 -0.86367  -0.223
C: 1.93786 -1.58922 -0.06459  -0.222
C: 3.33045 -1.64069 0.16434  -0.235
C: 4.15062 -0.52650 -0.59103  -0.215
H: 4.12309 0.90286 -2.04671  0.184
H: 1.40335 1.29617 -1.99185  0.258
H: 0.29881 -0.45185 -0.82669  0.219
H: 1.34592 -2.52640 0.52521  0.210
H: 3.92909 -2.48973 0.52493  0.212
H: 5.04190 -0.30949 -0.76452  0.177

---

Record 2
Below is a single CH5ClN2 molecule in a non-equilibrium geometry, with properties calculated with ωB97M-V with the def2-TZVPD basis set.

Calculated values
**Energy relative to the best compared isomer or geometry (same formula, charge and spin)**: 267.6 kJ/mol
**2S+1**: 1
**Charge**: 0

Each line ends with the natural charge from an NBO analysis.
Atoms and positions in Å:
C: 0.90999 -0.46883 0.01875  -0.429
N: 0.15360 0.68290 0.43158  -0.469
N: -1.19351 0.86775 -0.30602  -0.399
Cl: -2.28026 -0.52360 0.01230  -0.004
H: 2.00521 -0.21571 0.27875  0.218
H: 0.60529 -1.41710 0.50359  0.188
H: 0.49025 -0.39024 -1.05614  0.185
H: 0.07303 0.78873 1.41552  0.361
H: -0.76361 0.67611 -1.29834  0.349

---

Record 3
Below is 6 unconnected molecules or ions with the total composition C24H33BBrN5O4, with properties calculated with ωB97M-V with the def2-TZVPD basis set.

Calculated values
**2S+1**: 1
**Charge**: 0

Each line ends with the natural charge from an NBO analysis.
Atoms and positions in Å:
C: 4.69114 1.37368 -0.34354  -0.701
C: 3.75729 1.15368 0.83357  0.328
Br: 4.42502 2.32962 2.29936  -0.029
C: 2.29515 1.51925 0.58844  -0.847
B: 1.56098 0.57755 -0.47470  1.120
O: 0.46925 -0.16370 -0.11631  -0.874
O: 1.94479 0.43591 -1.79035  -0.888
O: 3.80762 -0.15874 1.38467  -0.579
C: 4.41247 -1.18390 0.72033  0.661
O: 4.01081 -1.62676 -0.31541  -0.533
H: 4.38844 0.77010 -1.20295  0.237
H: 5.72483 1.14592 -0.06896  0.235
H: 4.65033 2.43304 -0.61610  0.241
H: 1.79555 1.41186 1.55921  0.243
H: 2.23435 2.57611 0.29686  0.260
H: 0.38761 -0.18513 0.84657  0.502
H: 2.43829 1.18552 -2.13670  0.491
H: 5.25393 -1.61166 1.28209  0.138
C: -3.33855 0.92776 0.97553  -0.295
C: -2.12659 1.67207 0.93683  -0.326
C: -2.24833 2.69671 1.83759  -0.086
N: -3.48386 2.60163 2.41595  -0.508
C: -4.15464 1.52706 1.89589  -0.071
H: -3.57999 0.05363 0.39443  0.227
H: -1.26423 1.47835 0.32325  0.220
H: -1.56249 3.48051 2.11314  0.210
H: -3.84511 3.22600 3.11242  0.410
H: -5.15238 1.28469 2.21827  0.220
C: -8.28741 1.14772 -0.44056  -0.305
C: -7.07378 1.88718 -0.48148  -0.303
C: -7.20272 2.93048 0.39481  -0.081
N: -8.44530 2.84862 0.96403  -0.508
C: -9.11333 1.76615 0.45963  -0.080
H: -8.52525 0.26307 -1.00693  0.222
H: -6.20436 1.67558 -1.08081  0.227
H: -6.51776 3.71664 0.66271  0.210
H: -8.81269 3.48734 1.64397  0.409
H: -10.11207 1.52858 0.78292  0.210
C: 0.94996 6.31576 -1.79233  -0.305
C: 0.06289 5.82185 -0.79601  -0.293
C: -0.10657 4.48349 -1.02616  -0.086
N: 0.64278 4.15081 -2.12346  -0.515
C: 1.28831 5.26204 -2.59749  -0.082
H: 1.29460 7.32964 -1.90680  0.223
H: -0.39773 6.38618 -0.00271  0.220
H: -0.69334 3.74213 -0.50930  0.219
H: 0.69447 3.23424 -2.52865  0.409
H: 1.92497 5.20969 -3.46392  0.210
C: 0.06050 -5.12171 -0.83379  -0.310
C: -0.75509 -4.65785 -1.90181  -0.317
C: -0.33862 -3.38757 -2.20830  -0.074
N: 0.69042 -3.07043 -1.37021  -0.498
C: 0.94355 -4.11613 -0.53208  -0.085
H: 0.00442 -6.07930 -0.34273  0.214
H: -1.55492 -5.19256 -2.38633  0.217
H: -0.68847 -2.68721 -2.94693  0.209
H: 1.18278 -2.19401 -1.36264  0.427
H: 1.72606 -4.05784 0.20549  0.215
C: 5.40592 -5.89642 1.69235  -0.309
C: 4.64227 -5.18860 0.72298  -0.321
C: 3.82497 -6.09592 0.10337  -0.065
N: 4.06839 -7.32150 0.65812  -0.507
C: 5.02859 -7.21100 1.62679  -0.079
H: 6.14724 -5.48815 2.35884  0.217
H: 4.68847 -4.13565 0.49887  0.219
H: 3.09821 -5.97256 -0.68136  0.223
H: 3.60978 -8.17322 0.39374  0.410
H: 5.35817 -8.07027 2.18486  0.209

---

Going through the records in order, we get HOMO values of -2.743; -9.527; -7.864 eV.